[1]
Formula: C41H66Cl2O2P4S2SiTi
Source: OMol25
Level of theory: the ωB97M-V functional and the def2-TZVPD basis

Last column: Löwdin charge in e.
CARTESIAN COORDINATES (ANGSTROEM)
Ti 1.123 -0.301 -0.994  -0.42
C -1.222 3.861 -3.344  -0.14
C -1.538 4.255 -1.882  -0.54
C -2.631 5.335 -1.863  -0.13
P -1.812 2.675 -0.859  1.01
C -3.678 2.310 -0.824  -0.55
C -4.192 1.715 -2.155  -0.13
C -4.583 3.381 -0.221  -0.14
C -1.369 3.181 0.862  -0.40
C -1.841 4.387 1.357  -0.12
C -1.461 4.889 2.622  -0.09
C -0.415 4.270 3.308  -0.09
C 0.153 3.099 2.760  -0.12
C -0.437 2.451 1.658  -0.38
Si -0.025 0.557 1.511  0.76
C 1.230 0.159 2.984  -0.23
C 0.640 -0.001 4.214  -0.14
C 1.358 -0.403 5.330  -0.09
C 2.728 -0.584 5.302  -0.08
C 3.373 -0.341 4.079  -0.12
C 2.700 0.051 2.905  -0.25
P 3.879 0.277 1.544  1.02
C 4.930 1.741 1.811  -0.48
C 5.716 1.846 3.136  -0.11
C 4.113 3.053 1.606  -0.10
C 5.013 -1.209 1.690  -0.51
C 4.190 -2.488 1.499  -0.13
C 6.128 -1.198 0.677  -0.12
C -1.786 -0.133 2.119  -0.25
C -2.567 0.692 2.973  -0.10
C -3.881 0.367 3.282  -0.08
C -4.483 -0.741 2.696  -0.09
C -3.763 -1.551 1.826  -0.10
C -2.394 -1.339 1.669  -0.33
P -1.402 -2.480 0.597  0.71
C -0.010 -3.196 1.555  -0.50
C -0.342 -3.317 3.049  -0.09
C 0.435 -4.572 1.027  -0.11
C -2.636 -3.758 0.070  -0.52
C -2.159 -4.534 -1.136  -0.13
C -3.163 -4.672 1.188  -0.10
H -1.012 4.782 -3.900  0.06
H -2.051 3.339 -3.872  0.07
H -0.318 3.200 -3.336  0.06
H -0.626 4.663 -1.414  0.09
H -3.549 4.970 -2.344  0.06
H -2.238 6.216 -2.383  0.07
H -2.939 5.650 -0.865  0.04
H -3.650 1.468 -0.087  0.09
H -4.248 2.469 -2.993  0.07
H -5.221 1.360 -1.929  0.07
H -3.626 0.824 -2.561  0.07
H -4.894 4.142 -0.965  0.06
H -4.153 3.940 0.637  0.05
H -5.513 2.928 0.142  0.06
H -2.506 5.039 0.790  0.07
H -1.955 5.776 3.034  0.09
H 0.045 4.593 4.222  0.09
H 1.016 2.647 3.232  0.08
H -0.435 0.162 4.305  0.09
H 0.859 -0.567 6.295  0.11
H 3.334 -0.892 6.180  0.11
H 4.474 -0.489 4.083  0.09
H 5.638 1.663 0.979  0.10
H 5.081 2.185 3.925  0.06
H 6.490 2.619 2.988  0.08
H 6.265 0.937 3.423  0.07
H 3.477 3.346 2.473  0.08
H 3.444 3.039 0.747  0.03
H 4.836 3.903 1.422  0.09
H 5.435 -1.233 2.680  0.07
H 3.580 -2.435 0.575  -0.02
H 3.544 -2.761 2.357  0.07
H 4.881 -3.343 1.251  0.09
H 5.764 -1.480 -0.344  0.10
H 6.905 -1.896 1.048  0.09
H 6.628 -0.229 0.596  0.06
H -2.158 1.601 3.371  0.09
H -4.433 0.948 4.019  0.10
H -5.539 -0.954 2.853  0.10
H -4.256 -2.299 1.197  0.09
H 0.811 -2.474 1.319  0.08
H -1.271 -3.905 3.175  0.07
H -0.450 -2.334 3.514  0.05
H 0.500 -3.848 3.524  0.08
H -0.313 -5.360 1.161  0.06
H 1.326 -4.935 1.580  0.09
H 0.669 -4.505 -0.036  0.05
H -3.469 -3.175 -0.271  0.09
H -1.465 -5.347 -0.947  0.07
H -1.670 -3.905 -1.887  0.05
H -3.025 -5.028 -1.640  0.09
H -2.359 -5.231 1.713  0.07
H -3.876 -5.400 0.819  0.08
H -3.654 -4.066 1.946  0.05
C 0.251 0.372 -8.114  -0.10
C 0.796 -0.101 -6.768  -0.31
O -0.225 0.328 -5.848  -0.49
P -0.707 -0.483 -4.479  0.47
S -0.947 -1.301 -1.020  0.31
S 0.869 0.097 -3.327  0.18
O -0.392 -2.087 -4.744  -0.46
C -1.437 -2.944 -5.251  -0.34
C -0.840 -4.255 -5.711  -0.09
H 0.936 0.155 -8.932  0.06
H 0.122 1.443 -8.083  0.06
H -0.757 -0.021 -8.334  0.07
H 1.722 0.483 -6.508  0.12
H 0.959 -1.171 -6.628  0.10
H -1.908 -2.395 -6.053  0.09
H -2.139 -3.066 -4.437  0.09
H -0.464 -4.216 -6.743  0.07
H -1.690 -4.973 -5.677  0.07
H -0.051 -4.557 -4.995  0.09
Cl 1.060 2.187 -0.725  0.10
C 3.231 0.227 -0.192  -0.43
Cl 2.320 -2.375 -1.464  -0.06
H 3.410 1.165 -0.729  -0.03
H 3.827 -0.559 -0.672  -0.06

Atoms 1-6, force components in eV/Å:
1.96 0.89 0.46
0.56 -0.49 0.38
-0.44 -0.27 0.46
0.02 -0.19 0.05
-0.44 -1.19 -1.03
1.00 -0.02 0.85

Properties
charge = -1
spin multiplicity = 4
M = 925.9 g mol⁻¹
E_tot = -162549.4247 eV

---

[2]
Formula: C24H29NO3
Source: OMol25
Level of theory: the ωB97M-V functional and the def2-TZVPD basis

Last column: Löwdin charge in e.
CARTESIAN COORDINATES (ANGSTROEM)
C -1.980 -3.736 -4.102  -0.07
C -0.696 -3.265 -4.775  -0.42
C -0.782 -3.440 -6.289  -0.08
C -0.427 -1.792 -4.438  -0.18
N -0.206 -1.583 -3.014  -0.15
C -0.587 -0.254 -2.558  -0.12
C -1.079 -0.287 -1.133  -0.13
C -2.103 -1.112 -0.822  0.07
C -2.643 -1.243 0.516  -0.44
O -3.547 -1.976 0.837  0.11
O -2.069 -0.463 1.482  0.13
C -1.057 0.389 1.204  -0.18
C -0.560 1.136 2.267  0.07
C 0.470 2.042 2.087  -0.11
C 0.976 2.826 3.229  -0.19
C 1.094 4.214 3.151  -0.04
C 1.572 4.938 4.229  -0.07
C 1.942 4.288 5.394  -0.08
C 1.820 2.911 5.483  -0.07
C 1.339 2.184 4.411  -0.02
C 1.030 2.182 0.803  -0.25
O 2.074 3.012 0.550  0.07
C 0.539 1.436 -0.252  0.06
C -0.513 0.532 -0.085  -0.10
C 1.153 -1.921 -2.624  -0.17
C 1.301 -2.324 -1.153  -0.40
C 2.772 -2.600 -0.848  -0.07
C 0.449 -3.549 -0.838  -0.06
H -2.150 -4.791 -4.299  0.08
H -2.834 -3.174 -4.476  0.08
H -1.910 -3.590 -3.028  0.05
H 0.132 -3.876 -4.402  0.12
H -1.594 -2.841 -6.696  0.08
H 0.145 -3.132 -6.769  0.07
H -0.967 -4.482 -6.539  0.08
H 0.428 -1.429 -5.035  0.13
H -1.306 -1.219 -4.742  0.12
H -1.420 0.100 -3.172  0.13
H 0.239 0.463 -2.677  0.11
H -2.564 -1.729 -1.577  0.13
H -1.009 1.008 3.239  0.14
H 0.771 4.732 2.258  0.13
H 1.651 6.012 4.159  0.11
H 2.317 4.854 6.233  0.10
H 2.102 2.402 6.393  0.11
H 1.251 1.110 4.475  0.12
H 2.355 3.442 1.370  0.09
H 1.008 1.576 -1.212  0.12
H 1.840 -1.079 -2.834  0.13
H 1.478 -2.766 -3.234  0.12
H 0.973 -1.496 -0.520  0.12
H 2.896 -2.876 0.196  0.08
H 3.380 -1.719 -1.044  0.07
H 3.143 -3.417 -1.464  0.08
H 0.548 -3.822 0.210  0.08
H 0.760 -4.395 -1.447  0.08
H -0.597 -3.341 -1.043  0.05

Atoms 1-6, force components in eV/Å:
0.32 -0.02 0.00
-0.19 0.20 -0.11
0.16 -0.02 0.28
0.10 -0.29 -0.09
-0.10 0.18 -0.16
0.05 -0.07 -0.08

Properties
structure (SMILES) = CC(C)CN(Cc1cc(=O)oc2cc(-c3ccccc3)c(O)cc12)CC(C)C
charge = 0
M = 379.5 g mol⁻¹
E_tot = -32991.9241 eV
energy relative to the best compared isomer or geometry (same formula, charge and spin) = 14.99 kcal/mol

---

[3]
Formula: C31H32N6O4SSeSiW
Source: OMol25
Level of theory: the ωB97M-V functional and the def2-TZVPD basis

Last column: Löwdin charge in e.
CARTESIAN COORDINATES (ANGSTROEM)
W -0.457 -0.365 0.846  1.45
O 0.700 -4.204 -0.681  0.22
C 0.430 -3.155 0.037  -0.45
O 0.064 -2.073 -0.440  -0.11
C 0.554 -3.253 1.491  -0.19
C 0.953 -4.347 2.226  0.07
C 1.017 -4.209 3.613  0.03
C 0.680 -2.997 4.188  0.07
C 0.288 -1.950 3.366  -0.15
N 0.226 -2.074 2.046  0.05
C -0.105 -0.575 3.836  -0.53
O -0.109 -0.267 4.992  0.16
O -0.443 0.178 2.814  -0.19
H 0.592 -4.013 -1.629  0.17
H 1.211 -5.271 1.727  0.14
H 1.331 -5.041 4.229  0.13
H 0.719 -2.826 5.256  0.15
N -3.543 2.475 1.824  0.16
C -3.381 3.717 1.141  -0.23
C -4.454 4.577 1.001  0.00
C -4.284 5.765 0.302  -0.05
C -3.063 6.065 -0.279  -0.05
C -1.998 5.180 -0.161  -0.07
C -2.155 4.017 0.574  -0.44
S -0.781 2.956 0.877  1.04
N -1.609 1.448 1.025  -0.47
C -2.800 1.393 1.533  -0.32
C -3.373 0.037 1.772  -0.17
C -4.571 -0.187 2.424  0.04
C -5.031 -1.490 2.552  0.00
C -4.284 -2.524 2.016  0.00
C -3.080 -2.220 1.405  -0.08
N -2.622 -0.972 1.297  -0.01
H -4.468 2.315 2.185  0.13
H -5.414 4.331 1.440  0.12
H -5.114 6.451 0.209  0.12
H -2.935 6.988 -0.827  0.12
H -1.043 5.405 -0.618  0.12
H -5.150 0.623 2.844  0.12
H -5.964 -1.691 3.061  0.13
H -4.617 -3.550 2.077  0.13
H -2.456 -3.000 0.986  0.12
C 3.443 -1.750 -0.033  -0.16
Si 3.151 -0.144 0.930  0.44
C 4.423 1.097 0.364  -0.17
C 3.380 -0.596 2.733  -0.15
C 1.444 0.632 0.671  -0.45
H 4.509 -1.973 0.073  0.05
H 3.241 -1.749 -1.107  0.01
H 2.921 -2.601 0.411  0.01
H 5.437 0.716 0.498  0.04
H 4.339 2.026 0.933  0.04
H 4.296 1.351 -0.692  0.03
H 4.446 -0.641 2.967  0.05
H 2.967 -1.579 2.970  0.02
H 2.929 0.135 3.409  0.05
H 1.502 1.255 -0.231  0.00
H 1.436 1.352 1.504  0.00
C -1.127 0.505 -4.875  0.00
N 0.068 0.215 -4.095  -0.06
C 0.149 0.091 -2.763  -0.61
Se -1.293 0.309 -1.590  0.83
N 1.422 -0.178 -2.442  0.14
C 2.209 -0.194 -3.592  -0.16
C 3.569 -0.384 -3.794  0.00
C 4.010 -0.327 -5.104  -0.05
C 3.131 -0.092 -6.169  -0.05
C 1.777 0.102 -5.963  0.01
C 1.341 0.048 -4.647  -0.15
H -1.981 0.575 -4.210  0.05
H -1.294 -0.294 -5.596  0.11
H -0.997 1.450 -5.399  0.11
H 1.746 -0.240 -1.489  0.07
H 4.255 -0.556 -2.976  0.11
H 5.062 -0.465 -5.311  0.12
H 3.523 -0.056 -7.176  0.12
H 1.101 0.291 -6.785  0.12

Atoms 1-6, force components in eV/Å:
-0.28 -0.31 -0.08
-0.03 0.03 0.01
0.06 0.01 -0.05
0.06 0.04 0.02
0.01 0.00 -0.05
0.00 0.00 0.02

Properties
charge = +2
spin multiplicity = 3
M = 875.6 g mol⁻¹
E_tot = -135672.9432 eV

---

[4]
Formula: C2H5BrO
Source: OMol25
Level of theory: the ωB97M-V functional and the def2-TZVPD basis

Last column: Löwdin charge in e.
CARTESIAN COORDINATES (ANGSTROEM)
C -1.327 0.988 0.137  0.10
C 0.865 -0.611 -0.470  -0.64
O 0.735 -1.692 0.297  -0.06
Br 2.381 0.564 -0.024  0.56
H -0.755 0.891 -0.684  -0.09
H -2.207 0.411 0.439  0.02
H -0.928 1.695 0.808  -0.02
H 0.880 -0.820 -1.583  0.08
H 0.356 -1.425 1.080  0.05

Atoms 1-6, force components in eV/Å:
-1.65 -0.28 2.30
0.92 0.24 -1.40
0.99 -1.08 -2.81
-0.55 -0.27 -0.12
0.89 -0.42 -3.06
0.53 0.15 -0.50

Properties
charge = 0
M = 125.0 g mol⁻¹
E_tot = -74240.5910 eV
energy relative to the best compared isomer or geometry (same formula, charge and spin) = 97.06 kcal/mol